Record 1
101
Properties=species:S:1:pos:R:3:forces:R:3 method="wB97M-V/def2-TZVPD" charge=-1 gap_ev="4.78 / 4.78" e_above_lowest_kj_mol=0.0 homo_energy_ev="-3.396 / -3.393" multiplicity=2
Mn -0.239569 -0.143101 0.431712 -2.56 0.47 0.59
O 1.572784 1.960059 -0.726901 0.80 -0.67 -0.41
N 0.364795 1.911825 -0.089267 0.54 -0.66 -0.54
C 0.173770 2.919855 0.628164 -1.29 1.71 1.19
C -1.069021 3.366347 1.306940 0.62 -0.27 -0.03
C -0.975056 4.552654 2.021762 0.07 0.31 0.10
C -2.068818 5.063024 2.708334 0.28 0.07 -0.01
C -3.263022 4.368991 2.689425 -0.15 -0.18 -0.04
C -3.364862 3.181397 1.972959 0.13 0.03 -0.07
C -2.278361 2.673366 1.266756 -0.35 -0.21 -0.12
P -2.289235 1.140795 0.232944 -0.40 0.17 0.32
C -3.893900 0.390608 0.691579 0.09 -0.22 0.09
C -4.041295 -0.050928 2.008755 -0.18 -0.09 0.07
C -5.185465 -0.728081 2.414152 0.03 0.07 -0.14
C -6.202197 -0.980786 1.498844 0.06 0.02 0.04
C -6.062084 -0.551467 0.186318 0.03 0.01 -0.03
C -4.913950 0.122658 -0.218730 -0.10 0.03 0.07
C -2.658973 2.001198 -1.349412 -0.06 0.15 0.06
C -3.823632 2.767009 -1.466352 0.09 0.07 -0.09
C -4.120782 3.430761 -2.648538 0.01 -0.05 0.09
C -3.243864 3.359946 -3.725683 0.10 -0.05 0.00
C -2.061007 2.644092 -3.601188 -0.10 0.06 0.13
C -1.774107 1.971915 -2.416332 -0.01 0.13 -0.19
H 1.951303 2.847784 -0.651979 0.07 0.15 -0.08
H 1.018589 3.598997 0.744332 -0.07 0.33 -0.05
H -0.028199 5.085195 2.033583 -0.07 0.00 0.05
H -1.982238 5.989816 3.262649 0.03 -0.04 -0.04
H -4.121917 4.748212 3.231591 0.03 -0.03 -0.03
H -4.300086 2.638270 1.969105 -0.04 -0.02 -0.02
H -3.254400 0.121992 2.728115 0.00 -0.09 -0.03
H -5.270041 -1.072021 3.438656 0.00 0.02 -0.04
H -7.094296 -1.517775 1.806835 0.09 0.05 -0.03
H -6.843163 -0.755323 -0.540031 0.08 0.02 0.06
H -4.807666 0.414902 -1.252568 0.05 -0.05 -0.07
H -4.503774 2.849817 -0.626466 -0.01 -0.04 -0.04
H -5.037341 4.005786 -2.727130 0.05 -0.04 0.01
H -3.480987 3.867016 -4.655539 0.03 -0.03 0.08
H -1.359858 2.591028 -4.425348 -0.02 -0.01 0.02
H -0.855238 1.416222 -2.342640 0.06 -0.19 0.02
Te 1.057622 -2.235279 -0.102163 0.71 -2.54 -0.84
Te 2.975232 -3.926822 -0.904738 0.22 0.22 0.51
Te 3.724968 -0.218074 -2.801044 -0.24 0.16 0.24
Te 1.156176 -0.562907 -2.171290 1.01 -0.04 -1.68
N -3.149522 -2.455577 -0.989353 -0.20 -0.22 -0.06
C -2.512132 -1.439846 -1.707524 0.06 0.00 -0.41
O -1.416327 -0.996968 -1.142837 0.26 0.78 0.12
C -2.976718 -1.048841 -2.925320 -0.17 -0.02 0.21
I 0.616005 -2.210056 -4.318499 -0.20 0.05 0.14
H -3.116491 -2.300776 0.003664 0.12 -0.02 0.32
H -4.084990 -2.653414 -1.311773 0.00 0.02 0.04
H -2.432360 -0.337370 -3.526954 0.03 -0.10 0.01
H -3.871559 -1.503576 -3.347285 0.19 0.04 0.10
O 1.269368 0.297525 1.844338 -1.99 0.01 0.41
C 2.418321 0.618447 1.797971 1.61 0.57 0.03
C 2.926835 1.774297 2.622096 0.12 0.06 0.19
C 3.438117 1.265143 3.998991 0.00 -0.16 -0.19
C 3.950620 -0.183948 4.023450 0.08 0.10 -0.19
C 4.912944 -0.584685 2.894633 -0.12 -0.09 -0.07
C 4.149714 -1.111685 1.674338 -0.21 0.26 0.07
N 3.341830 -0.055895 1.019464 0.69 -0.09 -0.23
H 2.138694 2.509440 2.789914 -0.05 0.02 -0.07
H 3.739667 2.240750 2.066581 0.09 0.09 0.03
H 2.611622 1.325234 4.708973 -0.02 0.07 0.02
H 4.217303 1.946500 4.346065 0.00 0.02 0.02
H 3.087960 -0.857036 3.976342 0.22 0.12 0.02
H 4.419947 -0.348821 4.996000 -0.01 -0.01 0.02
H 5.574612 -1.383119 3.243417 0.00 0.05 0.00
H 5.549572 0.260539 2.599519 0.03 -0.09 0.03
H 3.483419 -1.919947 1.974457 -0.05 -0.09 -0.03
H 4.810979 -1.500540 0.906722 0.02 -0.09 -0.09
H 3.978767 0.604873 0.588718 0.09 0.01 -0.04
C -1.634214 -0.339232 5.446551 0.00 0.11 0.03
C -0.443014 0.070558 4.564505 -0.21 -0.14 -0.19
C -0.855564 1.242618 3.686688 0.08 0.16 0.25
C 0.104647 -1.206568 3.920984 0.04 0.09 0.15
C 1.138115 -1.825213 4.622307 -0.24 -0.07 0.03
C 1.567129 -3.111555 4.323029 -0.10 -0.06 0.00
C 0.782120 -3.854181 3.455354 -0.01 0.16 0.05
C -0.295490 -3.296007 2.761109 -0.18 -0.12 0.24
C -1.313168 -4.308941 2.216344 0.07 0.23 -0.26
C -2.749752 -3.850679 2.490066 -0.04 -0.11 0.04
C -1.096571 -4.797261 0.781813 -0.22 -0.23 0.17
C -0.494981 -1.883967 2.821580 0.02 0.63 -1.07
O -1.167117 -1.205710 1.839783 0.32 -0.92 1.49
H -2.017378 0.522031 6.006521 0.01 -0.07 -0.04
H -1.345259 -1.116215 6.156116 -0.03 -0.01 -0.03
H -2.443888 -0.733591 4.823655 0.05 0.00 0.03
H 0.342799 0.438785 5.226482 0.11 -0.02 0.14
H -1.619946 0.950969 2.979528 0.09 -0.06 -0.05
H -0.014597 1.645034 3.128624 -0.04 -0.06 -0.01
H -1.261731 2.051034 4.310649 0.02 -0.10 -0.04
H 1.600708 -1.286414 5.447794 -0.06 -0.01 -0.09
H 2.429023 -3.548243 4.818626 -0.12 0.02 -0.01
H 0.974087 -4.916813 3.328973 -0.01 0.08 -0.02
H -1.162249 -5.184591 2.850362 0.08 -0.09 0.05
H -2.912147 -2.830940 2.156164 -0.03 0.15 -0.16
H -2.960828 -3.873342 3.566721 0.03 0.00 -0.12
H -3.467452 -4.507050 1.984400 0.07 0.06 0.07
H -1.358922 -4.050024 0.044646 -0.03 0.18 -0.15
H -1.731315 -5.676676 0.601322 0.08 0.12 0.04
H -0.058049 -5.095824 0.626822 0.00 0.02 -0.04

***

Record 2
14
Properties=species:S:1:pos:R:3:forces:R:3 method="wB97M-V/def2-TZVPD" gap_ev="9.19 / 8.64" e_above_lowest_kj_mol=233.8 homo_energy_ev="-10.438 / -10.394" multiplicity=1
C 1.141995 0.393990 -0.227020 1.01 -0.01 -0.61
C -2.936732 0.695432 0.053447 0.08 -0.12 0.07
C -2.408125 -0.518600 0.079548 -0.13 0.00 -0.01
C -0.988960 -0.796417 -0.218236 0.20 -0.13 -0.14
N 3.888307 0.152678 -0.110514 -0.32 0.50 -1.21
N 1.847384 -0.184639 0.825464 -2.26 -0.59 1.03
O 1.590969 1.011945 -1.142289 -0.23 0.13 -0.28
O -0.210548 0.309529 0.004985 -0.06 0.29 0.25
O 3.119529 -0.219446 0.846232 1.92 -0.09 0.14
O -0.577271 -1.837703 -0.636306 0.26 0.13 0.13
H -3.989457 0.852005 0.221641 -0.15 -0.02 0.01
H -2.329449 1.562626 -0.144590 0.10 0.13 0.00
H -2.998860 -1.410610 0.237666 -0.03 0.01 -0.01
H 4.851219 -0.010789 0.209975 -0.39 -0.26 0.65